# 1
Density functional theory data (ωB97M-V/def2-TZVPD) for an isolated molecule of C5H7P.

The geometry in XYZ format:
```
13
Properties=species:S:1:pos:R:3
C -0.489 1.500 0.462
C -0.541 -0.001 0.196
C 0.663 -0.706 0.766
C 1.242 -1.426 -0.196
P 0.590 -1.481 -1.864
C -0.622 -0.448 -1.409
H -1.274 2.107 0.178
H 0.305 2.077 0.124
H -0.382 1.459 1.522
H -1.520 -0.492 0.505
H 1.070 -0.620 1.758
H 2.207 -2.040 -0.029
H -1.248 0.071 -2.014
```

Values from the calculation:
SMILES string	C[C@@H]1C=CP=C1
gap between HOMO and LUMO	9.1883	eV

---

# 2
Density functional theory data (ωB97M-V/def2-TZVPD) for C3H3I5O3 as an isolated structure.

The geometry in XYZ format:
```
14
Properties=species:S:1:pos:R:3
C -0.151 0.397 -0.228
C 1.145 0.272 0.604
C -1.205 -0.672 -0.120
O 0.378 0.593 -1.706
O 0.732 0.449 1.901
O -0.695 -1.957 -0.349
I -0.922 2.308 0.338
I 2.128 -1.728 0.438
I 2.574 1.747 -0.213
I -2.835 -0.192 -1.531
I -2.099 -0.882 1.873
H -0.338 0.478 -2.340
H 1.202 1.163 2.337
H 0.085 -1.975 -1.004
```

Values from the calculation:
gap between HOMO and LUMO	8.0959	eV

---

# 3
Density functional theory data (ωB97M-V/def2-TZVPD) for an isolated molecule of C4H7NO.

The geometry in XYZ format:
```
13
Properties=species:S:1:pos:R:3
C -1.706 -0.409 0.433
C -0.273 -0.467 -0.027
C 0.208 0.341 -1.155
N 0.504 0.755 0.238
C 1.853 0.507 0.597
O 2.457 -0.523 0.426
H -1.773 -0.590 1.510
H -2.315 -1.155 -0.089
H -2.122 0.585 0.246
H 0.274 -1.391 0.150
H 1.056 -0.037 -1.720
H -0.470 1.001 -1.690
H 2.306 1.384 1.081
```

Values from the calculation:
SMILES string	C[C@H]1CN1C=O
gap between HOMO and LUMO	11.1005	eV

---

Going through the records in order, we get energy relative to the best compared isomer or geometry (same formula, charge and spin) values of 83.4, 81.6, 178.6 kJ/mol.
Going through the records in order, we get max |F| values of 4.84, 4.26, 0.49 eV/Å.